Entry 1:
The following is a DFT calculation (wB97M-V/def2-TZVPD) of a cluster of 6 separate species, C55H78BrFO13 in total in a non-equilibrium geometry.

Structure (XYZ):
```
148
Properties=species:S:1:pos:R:3:forces:R:3:lowdin_charge:R:1
C 5.761094 -2.963662 1.826666 -0.921 0.241 -0.284 -0.1327
C 5.578497 -1.304037 1.734992 0.835 -1.390 -0.502 -0.2456
C 6.516477 -0.806733 0.488688 -0.226 0.078 -0.219 -0.2189
C 6.064899 0.602669 -0.214276 0.989 0.217 -0.768 -0.2248
C 5.448934 1.730147 0.795489 0.650 -0.428 0.703 -0.2095
C 3.869089 1.572366 1.173937 -0.771 0.706 0.008 -0.2206
C 2.936221 0.825389 0.056666 -0.515 0.449 0.022 -0.2115
C 1.374377 1.338547 0.276739 0.121 -1.503 -0.614 -0.2076
C 0.354998 0.555404 -0.788668 0.571 0.577 -0.371 -0.1894
C 0.733159 0.901347 -2.367781 0.255 1.163 0.227 -0.2176
C -0.476374 1.658430 -3.179070 -0.176 -1.654 -1.110 -0.1918
C -1.517069 0.453404 -3.682367 -0.898 0.843 0.768 -0.1987
C -2.877136 0.611262 -2.749275 -0.220 0.226 -0.454 -0.2252
C -3.824347 1.880063 -3.282983 -0.107 -0.882 0.314 -0.2058
C -4.766159 2.413743 -2.010400 -0.456 0.018 -1.411 -0.2125
C -4.462415 3.982453 -1.602019 0.859 -0.281 0.123 -0.2039
C -4.268719 4.237090 0.011383 0.009 -0.475 -0.046 -0.2103
C -5.725036 4.398563 0.819740 1.080 -1.634 -0.950 -0.1551
C -6.264779 2.828043 1.010896 -0.906 -1.581 0.623 -0.1254
C -7.485176 2.256282 0.076339 2.176 -2.728 3.233 -0.0184
C -7.919757 0.679722 0.294848 3.212 1.728 2.471 0.0126
C -7.120748 -0.200204 1.423782 0.778 1.692 -0.130 -0.0310
C -5.899401 0.393249 2.400022 -1.453 2.193 -2.658 -0.0104
C -5.468753 1.959570 2.182186 -3.256 -2.712 -2.226 0.0310
C -5.174381 -0.644267 3.494036 0.627 1.044 3.987 -0.2016
O -4.904426 -0.288551 4.760067 -1.549 -2.104 -8.106 -0.0596
C -4.873227 -2.168674 2.874122 0.182 -1.482 -0.869 -0.0404
C -3.469410 -2.958105 3.180492 -3.540 -1.578 -2.661 -0.4788
Br -2.069372 -2.090067 4.381840 -1.897 -1.344 -1.751 0.5885
C -3.260196 -4.427921 2.474279 -3.680 2.286 -0.863 -0.0030
C -4.446384 -5.021548 1.498168 -0.399 1.929 1.530 -0.0734
C -4.166655 -6.466277 0.776264 0.634 0.968 -0.307 -0.1717
C -3.972280 -6.211869 -0.831939 1.300 -0.308 -0.286 -0.1863
C -3.163986 -4.842126 -1.228204 -0.274 0.105 -1.564 -0.1618
F -1.753280 -4.798847 -0.766756 -2.904 -0.306 -0.550 -0.1420
C -5.884876 -4.230299 1.204854 1.996 2.315 1.948 -0.0852
O -6.958588 -4.764615 0.343797 2.990 1.299 0.793 -0.0580
C -6.102037 -2.762456 1.906838 2.879 -1.892 0.363 0.0514
C -7.463388 -1.818836 1.671788 -4.041 -1.076 -0.299 -0.1879
O -8.711294 -2.301741 1.657653 7.936 2.885 -0.068 -0.0227
H 6.559507 -3.350003 1.049146 -1.374 0.777 1.814 0.0531
H 4.727270 -3.443064 1.485981 2.216 0.844 0.843 0.0780
H 5.987684 -3.296574 2.926015 -0.324 0.455 -2.217 0.0687
H 4.429418 -1.127251 1.599888 2.589 0.015 0.203 0.0784
H 5.977667 -0.840790 2.734998 -1.048 -0.776 -2.077 0.1039
H 7.609421 -0.680996 0.889082 -1.995 -0.284 -0.697 0.1141
H 6.566174 -1.652105 -0.350631 -0.166 1.866 1.778 0.1066
H 5.392011 0.382737 -1.175169 1.213 0.566 2.313 0.1059
H 7.065039 1.075482 -0.665033 -2.125 -1.005 0.905 0.1109
H 6.055321 1.634056 1.819168 -1.159 0.267 -2.172 0.1157
H 5.711624 2.805130 0.373989 -0.798 -2.232 0.749 0.1071
H 3.672199 1.055002 2.225635 0.726 1.157 -2.638 0.0828
H 3.435201 2.676689 1.291490 0.867 -2.218 -0.322 0.1096
H 3.301527 1.031191 -1.060596 -0.866 -0.227 2.492 0.1066
H 2.945770 -0.342265 0.182425 0.055 2.187 -0.135 0.1103
H 1.022782 0.995974 1.353371 0.804 0.970 -2.032 0.1123
H 1.298797 2.505169 0.153699 0.095 -2.293 0.238 0.1147
H -0.723408 0.952598 -0.532355 1.989 -1.169 -0.589 0.0888
H 0.464700 -0.615395 -0.680531 -0.477 2.412 0.230 0.1120
H 1.668579 1.613616 -2.385855 -2.068 -1.622 0.245 0.0716
H 1.047770 -0.062329 -2.987312 -0.692 1.993 1.398 0.1063
H -1.102376 2.414162 -2.518908 1.553 -1.406 -1.329 0.1102
H -0.086754 2.158873 -4.187539 -0.615 -0.799 2.548 0.1043
H -1.846583 0.624618 -4.809996 0.773 -0.543 2.332 0.1136
H -1.017583 -0.616452 -3.546013 -1.125 2.315 -0.363 0.1013
H -2.615256 0.857316 -1.629051 -0.250 -0.670 -2.210 0.0845
H -3.518083 -0.385884 -2.760772 1.197 2.093 0.041 0.1104
H -3.181466 2.751254 -3.751929 -1.178 -1.769 1.072 0.1047
H -4.505334 1.439356 -4.141912 1.323 1.053 1.692 0.1070
H -4.612732 1.648851 -1.131421 -0.473 1.714 -1.575 0.0999
H -5.884815 2.359571 -2.419380 2.316 -0.049 1.253 0.1016
H -3.416405 4.261357 -2.104987 -2.353 -0.432 0.995 0.1081
H -5.310634 4.678399 -2.046217 1.851 -1.333 0.943 0.1143
H -3.718941 3.288652 0.467682 -1.076 1.996 -0.966 0.1072
H -3.551433 5.152611 0.188180 -1.663 -1.621 -0.312 0.1123
H -6.442086 4.987706 0.107367 1.191 -1.035 1.684 0.1087
H -5.493172 4.927596 1.837861 -0.842 -1.089 -1.885 0.1087
H -8.020351 2.945473 -0.736567 1.407 -1.721 2.078 0.1106
H -8.766691 0.189507 -0.347518 1.874 0.982 1.505 0.1019
H -4.596148 2.415948 2.815611 -1.947 -0.856 -1.408 0.1191
H -2.274205 -5.050162 2.615203 -2.223 1.476 -0.301 0.1103
H -3.131694 -6.889373 1.185403 -2.355 0.990 -0.767 0.1246
H -4.999554 -7.272541 0.932245 1.477 1.784 -0.077 0.1248
H -4.966413 -6.219164 -1.456637 1.799 0.164 1.416 0.1166
H -3.320777 -7.121950 -1.235094 -1.411 1.946 0.733 0.1266
H -3.114685 -4.816237 -2.420655 0.091 -0.114 2.607 0.1290
H -3.708675 -3.841268 -0.920436 1.313 -2.145 -0.148 0.1238
H -6.798824 -4.500259 -0.611718 0.004 -0.272 1.747 0.1229
O -5.326436 6.918110 4.874460 -0.547 -1.936 0.274 0.0964
C -5.947705 5.887589 5.075038 1.089 1.831 -0.610 -0.4666
C -7.404187 5.803770 5.418264 -0.328 -0.086 0.448 -0.0879
C -7.528437 4.390159 5.927843 -0.699 -0.300 0.522 -0.1650
C -6.446169 3.669109 5.167775 -0.191 -0.872 0.006 -0.1764
O -5.413833 4.634941 4.974819 0.197 0.904 -0.022 0.0147
H -7.994752 5.962956 4.511784 0.073 0.146 0.066 0.1360
H -7.670591 6.532351 6.187427 0.070 0.138 -0.414 0.1313
H -8.521002 3.956901 5.778676 0.185 -0.028 0.013 0.1225
H -7.306605 4.366149 7.001728 -0.050 -0.038 -0.166 0.1240
H -6.787650 3.322097 4.186889 0.034 0.012 0.077 0.1086
H -6.052929 2.816063 5.728395 0.150 0.157 -0.254 0.1320
O 3.776041 -0.284859 3.604364 -0.109 -0.195 2.736 0.0536
C 3.637325 -0.062430 4.795776 -0.013 -0.568 -1.900 -0.4235
C 2.690428 0.936504 5.388807 0.025 0.498 0.213 -0.0781
C 3.209988 1.067154 6.798202 -0.200 0.718 0.576 -0.1672
C 3.816631 -0.287800 7.053159 0.092 -0.160 0.754 -0.1701
O 4.301799 -0.727931 5.785611 -0.064 0.172 -0.903 0.0359
H 1.677045 0.526254 5.365066 0.060 0.061 -0.172 0.1374
H 2.735932 1.888338 4.854621 -0.213 -0.324 -0.197 0.1340
H 2.439650 1.337631 7.525231 0.156 -0.079 -0.043 0.1218
H 3.991662 1.835845 6.831586 -0.125 -0.129 0.040 0.1247
H 3.079351 -1.011843 7.415575 0.063 0.031 -0.042 0.1298
H 4.643851 -0.236668 7.767100 -0.049 -0.208 -0.247 0.1291
O 2.677359 2.021323 -4.109039 -0.058 2.031 -1.071 0.0769
C 2.718670 3.116449 -4.644922 -0.108 -1.977 0.660 -0.4389
C 3.870150 3.651341 -5.441259 0.423 0.355 0.059 -0.0819
C 3.549786 5.123012 -5.511661 0.630 0.666 -0.209 -0.1690
C 2.044924 5.136546 -5.447415 -0.323 0.658 -0.271 -0.1673
O 1.692365 4.016901 -4.636319 0.346 -0.731 0.330 0.0193
H 3.866870 3.186357 -6.431003 0.054 -0.112 0.137 0.1383
H 4.819468 3.471363 -4.931537 -0.204 -0.332 -0.197 0.1338
H 3.947042 5.615147 -6.403368 -0.123 -0.010 0.130 0.1209
H 3.963262 5.631275 -4.632047 -0.080 -0.042 -0.160 0.1242
H 1.585594 5.011889 -6.433641 0.013 -0.010 0.081 0.1311
H 1.664214 6.055734 -4.992692 -0.130 -0.300 0.003 0.1294
O 9.098696 -2.620078 -1.715130 1.101 -1.189 1.360 0.0950
C 9.585193 -3.525017 -1.057419 -0.752 1.708 -1.422 -0.4622
C 9.149793 -4.958582 -1.096010 -0.297 -0.370 0.295 -0.0903
C 9.789375 -5.517266 0.149868 -0.275 -0.806 0.420 -0.1709
C 11.013556 -4.653939 0.307877 0.531 -0.256 0.432 -0.1731
O 10.642065 -3.375769 -0.205987 -0.551 0.338 -0.432 0.0278
H 9.544487 -5.427750 -2.001499 -0.142 0.112 -0.026 0.1355
H 8.061089 -5.041120 -1.059632 0.188 0.128 -0.358 0.1287
H 10.020427 -6.583682 0.082611 0.035 0.155 0.068 0.1197
H 9.118409 -5.369635 1.004867 0.134 -0.040 -0.112 0.1213
H 11.864332 -5.029149 -0.270537 -0.046 0.042 0.032 0.1283
H 11.312281 -4.557451 1.355767 0.038 0.206 -0.242 0.1284
O 0.462828 -1.684376 -7.717132 0.214 -1.339 1.531 0.0962
C 0.847017 -2.293533 -6.732497 -0.796 1.319 -1.620 -0.4607
C 2.132315 -2.044186 -6.003111 0.469 -0.203 0.057 -0.0841
C 2.267625 -3.290370 -5.165182 0.813 -0.278 0.409 -0.1676
C 0.833870 -3.692036 -4.937299 -0.108 -0.441 0.598 -0.1733
O 0.135967 -3.279963 -6.111568 0.045 0.458 -0.676 0.0240
H 2.024772 -1.148208 -5.385477 0.029 0.062 -0.158 0.1285
H 2.966719 -1.936782 -6.699994 -0.282 0.323 0.054 0.1319
H 2.823975 -3.135273 -4.236974 -0.125 -0.077 -0.091 0.1225
H 2.783170 -4.067143 -5.742981 -0.081 0.086 0.127 0.1222
H 0.392557 -3.185192 -4.072708 0.015 -0.028 -0.055 0.1227
H 0.728888 -4.772965 -4.806184 -0.212 0.205 -0.114 0.1270
```
Forces are in eV/Å.

The LUMO energy is -1.6 eV. The HOMO-LUMO gap is 7.16 eV. For the total energy, the calculation gives -5793.56471 Ha. The SMILES is CCCCCCCCCCCCCCCCCCc1ccc2c(c1)C(=O)c1c(Br)cc(CCCF)c(O)c1C2=O.O=C1CCCO1.O=C1CCCO1.O=C1CCCO1.O=C1CCCO1.O=C1CCCO1.

=====

Entry 2:
The following is a DFT calculation (wB97M-V/def2-TZVPD) of the ion C4H11N2 with charge +1 in a non-equilibrium geometry.

Structure (XYZ):
```
17
Properties=species:S:1:pos:R:3:forces:R:3:nbo_charge:R:1
C 0.716775 0.816816 -0.324980 -3.405 2.179 -0.318 0.1762
C 1.973252 0.495520 0.317931 -0.316 -3.733 -0.178 -0.7366
C -1.687099 0.331916 -0.949184 0.121 0.156 -0.928 -0.4081
C -0.411701 -1.253611 0.347077 0.542 -0.307 -3.763 -0.4020
N -1.040912 0.983936 1.115648 0.541 1.501 0.126 -0.3575
N -0.639355 0.154543 0.027260 3.182 0.649 2.961 -0.1401
H 0.441312 1.745569 -0.874216 0.715 -0.758 0.389 0.2376
H 2.669120 1.274657 0.492208 0.618 0.784 -0.500 0.2882
H 2.414169 -0.492420 -0.203320 -0.396 2.351 0.821 0.2797
H 1.719335 0.089779 1.298076 0.192 0.008 0.333 0.2533
H -2.316463 -0.552501 -0.827215 -0.482 0.643 -0.239 0.2415
H -2.132624 1.311587 -0.700825 -0.083 -0.718 -0.766 0.2766
H -1.108161 0.265390 -1.871271 -0.847 0.219 -0.570 0.2279
H 0.616918 -1.404438 0.552929 0.662 -0.373 0.365 0.2239
H -1.002566 -1.486128 1.148067 -1.734 -1.096 1.744 0.2386
H -0.662207 -1.723915 -0.656975 0.329 -0.337 1.720 0.2358
H -0.545582 0.966804 2.039917 0.362 -1.168 -1.197 0.3650
```
Forces are in eV/Å.

The LUMO energy (spin up / spin down) is -5.9 / -5.3 eV. As for the relative energy (zero: lowest compared OMol25 entry of this formula, charge and spin): 643.3 kJ/mol. The HOMO-LUMO gap (spin up / spin down) is 8.22 / 10.32 eV. For the total energy, the calculation gives -268.05988 Ha. Its total charge is +1.

=====

Entry 3:
The following is a DFT calculation (wB97M-V/def2-TZVPD) of an isolated molecule of CN2O2S2 in a non-equilibrium geometry.

Structure (XYZ):
```
7
Properties=species:S:1:pos:R:3:forces:R:3:nbo_charge:R:1
C -0.487617 0.698117 -0.513666 -0.427 -0.633 -0.213 0.5593
N 0.041367 -0.374112 -0.288059 -0.797 1.132 -1.119 -0.5319
N -1.096367 1.695120 -0.920600 0.756 -0.814 0.441 -0.5995
O 0.623648 -2.680934 1.104706 -0.011 0.351 -0.418 -0.8553
O 2.144989 -0.725652 1.101731 1.171 0.121 0.019 -0.8699
S -2.060431 2.650933 -1.697891 0.140 -0.100 0.223 0.4580
S 0.834411 -1.263472 1.213779 -0.832 -0.057 1.066 1.8393
```
Forces are in eV/Å.

The LUMO energy (spin up / spin down) is -3.6 / -3.0 eV. As for the relative energy (zero: lowest compared OMol25 entry of this formula, charge and spin): 84.3 kJ/mol. The HOMO-LUMO gap (spin up / spin down) is 5.72 / 6.35 eV. For the total energy, the calculation gives -1094.32684 Ha.